Entry 1:
# CH3NO2

The molecule CH3NO2 in a non-equilibrium geometry (wB97M-V/def2-TZVPD, the OMol25 dataset).

Last column: Löwdin charge in e.
Atoms and positions in Å:
1 N -0.66 0.26 0.13  0.0235
2 H -0.02 -1.64 0.64  0.0438
3 C 0.32 -0.75 0.25  -0.1191
4 O -0.35 1.27 -0.74  -0.1454
5 H 1.03 -0.75 -0.59  0.0900
6 O -1.29 2.15 -0.93  -0.0307
7 H 0.97 -0.55 1.24  0.1380

Largest force on an atom ... 5.01 eV/Å
M ... 61.0 g mol⁻¹
LUMO level (alpha / beta) ... -0.69 / -0.93 eV
E_tot ... -244.891772 Eh
Frontier orbital gap (alpha / beta) ... 10.1 / 9.1 eV
ΔE to the lowest compared entry with this formula, charge and spin ... 180.3 kcal/mol

Entry 2:
# CH3NO2

A cluster of 2 separate species, CH3NO2 in total in a non-equilibrium geometry (wB97M-V/def2-TZVPD, the OMol25 dataset).

Last column: Löwdin charge in e.
Atoms and positions in Å:
1 O -1.79 0.07 0.03  -0.2246
2 H 1.84 -0.49 -0.74  -0.0301
3 O -3.08 0.23 -0.02  -0.0490
4 H 1.77 -0.09 1.07  0.0487
5 H 0.88 1.00 -0.22  -0.0602
6 N -1.08 -0.91 -0.10  0.2395
7 C 1.47 0.19 -0.03  0.0756

Largest force on an atom ... 4.96 eV/Å
M ... 61.0 g mol⁻¹
LUMO level (alpha / beta) ... -1.28 / -1.53 eV
E_tot ... -244.784813 Eh
Frontier orbital gap (alpha / beta) ... 9.4 / 7.7 eV
ΔE to the lowest compared entry with this formula, charge and spin ... 247.4 kcal/mol

Entry 3:
# CH3NO2

The molecule CH3NO2 in a non-equilibrium geometry (wB97M-V/def2-TZVPD, the OMol25 dataset).

Last column: Löwdin charge in e.
Atoms and positions in Å:
1 N -0.06 0.48 -0.18  0.0833
2 C -0.25 -0.94 0.35  -0.4380
3 H 1.39 0.88 1.05  0.1225
4 H -1.02 -1.75 0.11  0.1181
5 O 0.37 -1.12 1.35  -0.0580
6 H -0.43 0.75 -1.10  0.1458
7 O 1.21 1.02 0.10  0.0264

Largest force on an atom ... 6.77 eV/Å
M ... 61.0 g mol⁻¹
LUMO level (alpha / beta) ... 0.86 / -2.70 eV
Spin multiplicity ... 3
E_tot ... -244.890212 Eh
⟨S²⟩ ... 2.0067
Frontier orbital gap (alpha / beta) ... 5.9 / 7.1 eV
ΔE to the lowest compared entry with this formula, charge and spin ... 49.5 kcal/mol

- Which value of M does entry 3 give?
  61.0 g mol⁻¹

Repeat the first record exactly.
# CH3NO2

The molecule CH3NO2 in a non-equilibrium geometry (wB97M-V/def2-TZVPD, the OMol25 dataset).

Last column: Löwdin charge in e.
Atoms and positions in Å:
1 N -0.66 0.26 0.13  0.0235
2 H -0.02 -1.64 0.64  0.0438
3 C 0.32 -0.75 0.25  -0.1191
4 O -0.35 1.27 -0.74  -0.1454
5 H 1.03 -0.75 -0.59  0.0900
6 O -1.29 2.15 -0.93  -0.0307
7 H 0.97 -0.55 1.24  0.1380

Largest force on an atom ... 5.01 eV/Å
M ... 61.0 g mol⁻¹
LUMO level (alpha / beta) ... -0.69 / -0.93 eV
E_tot ... -244.891772 Eh
Frontier orbital gap (alpha / beta) ... 10.1 / 9.1 eV
ΔE to the lowest compared entry with this formula, charge and spin ... 180.3 kcal/mol

- Number 2 is which compound?
  CH3NO2